{"formula": "C31H26N7O6V", "method": "ωB97M-V/def2-TZVPD", "species": ["V", "O", "O", "O", "O", "O", "O", "N", "N", "N", "N", "N", "N", "N", "C", "C", "C", "C", "C", "C", "C", "C", "C", "C", "C", "C", "C", "C", "C", "C", "C", "C", "C", "C", "C", "C", "C", "C", "C", "C", "C", "C", "C", "C", "C", "H", "H", "H", "H", "H", "H", "H", "H", "H", "H", "H", "H", "H", "H", "H", "H", "H", "H", "H", "H", "H", "H", "H", "H", "H", "H"], "coordinates": [[0.24, 0.09, 0.15], [-0.84, 0.31, -1.43], [1.79, 0.49, 1.42], [-3.28, 0.37, -2.92], [1.26, -1.47, -0.61], [-1.02, 1.34, 1.19], [-1.04, -3.26, -2.66], [-0.24, -6.64, -3.77], [-1.73, -0.61, 2.18], [0.32, -1.84, -3.80], [1.39, 1.68, -0.74], [2.42, -3.81, -5.83], [-0.73, -1.17, 1.38], [2.57, 2.02, -0.10], [0.07, -5.54, -3.95], [6.01, 2.08, 3.57], [5.04, 1.17, 3.93], [-1.07, 1.26, -2.28], [-4.65, 1.52, 4.33], [-2.79, 1.43, 2.79], [-3.73, 3.56, 3.45], [4.82, 2.53, 1.53], [2.66, 1.34, 1.02], [-0.54, -2.48, 1.50], [3.95, 0.93, 3.10], [2.07, -3.65, -1.05], [3.83, 1.61, 1.89], [-0.15, 2.30, -2.52], [0.48, -4.21, -4.19], [-3.72, 0.79, 3.60], [-1.78, 0.67, 2.00], [1.20, -2.69, -0.27], [-0.39, 3.28, -3.49], [-1.40, -3.23, 2.49], [-2.27, 1.27, -3.05], [0.39, -3.20, 0.75], [-3.24, -0.72, -1.98], [-2.49, 2.25, -3.99], [-4.65, 2.91, 4.25], [5.90, 2.76, 2.36], [1.07, 2.41, -1.74], [1.55, -4.00, -5.09], [-2.80, 2.82, 2.72], [-0.14, -3.11, -3.48], [-1.55, 3.26, -4.23], [0.19, -1.15, -3.08], [-3.41, 2.21, -4.55], [-5.37, 1.01, 4.95], [-3.70, -0.29, 3.64], [6.86, 2.26, 4.22], [-2.08, 3.30, 2.07], [-1.75, 4.02, -4.98], [4.71, 3.05, 0.59], [2.91, -3.96, -0.43], [6.66, 3.48, 2.07], [5.12, 0.63, 4.87], [-3.73, 4.64, 3.38], [0.42, -4.27, 0.89], [0.35, 4.06, -3.64], [1.50, -4.53, -1.34], [-2.45, -3.13, 2.21], [1.77, 3.20, -2.01], [-2.43, -1.41, -2.18], [3.18, 0.22, 3.35], [-1.29, -2.80, 3.48], [-5.38, 3.48, 4.82], [-1.12, -4.28, 2.50], [-4.20, -1.22, -2.12], [1.21, -1.80, -4.27], [-3.17, -0.35, -0.96], [2.44, -3.16, -1.94]], "relative_energy_ev": 0.065, "homo_lumo_gap_ev": [6.4395, 6.4440], "total_energy_ev": -80978.1049, "s_squared": 2.01, "homo_ev": [-2.279, -2.283], "charge": -2, "e_lumo_ev": [4.1606, 4.1606], "molar_mass_g_mol": 643.536, "multiplicity": 3}